Entry 1:
165
Properties=species:S:1:pos:R:3:forces:R:3:lowdin_charge:R:1 method="wB97M-V/def2-TZVPD" charge=0 homo_lumo_gap_ev=9.0 max_force_ev_per_a=0.91 energy_ev=-107571.9446 multiplicity=1 homo_energy_ev=-8.829
C -12.48096 -2.09749 -2.72056 0.0 0.1 0.1 -0.072
C -11.15165 -2.75084 -2.83017 0.1 0.1 0.3 -0.068
C -10.13670 -2.73039 -1.95796 0.0 -0.3 -0.4 -0.181
C -10.21253 -2.00374 -0.67227 -0.8 0.2 0.1 -0.408
O -11.21541 -1.59256 -0.13920 0.2 -0.1 0.0 0.112
O -8.98572 -1.85799 -0.12301 0.4 -0.1 -0.2 -0.010
C -8.89873 -1.12902 1.10248 -0.4 0.5 0.6 -0.159
C -8.61535 0.36224 0.82264 0.2 -0.2 0.5 -0.129
H -8.94007 0.89330 1.72630 0.1 -0.2 -0.2 0.151
O -9.47898 0.74103 -0.25797 0.2 -0.2 -0.2 0.048
C -10.29525 1.77989 -0.09564 -0.2 0.2 -0.2 -0.498
O -10.27685 2.51063 0.86452 -0.1 0.1 0.1 0.107
C -11.23706 1.90192 -1.25816 0.0 0.1 0.2 0.047
H -11.99505 1.12708 -1.15330 0.0 -0.1 0.0 0.090
H -11.71205 2.87790 -1.25174 0.0 0.0 0.0 0.090
H -10.70605 1.73321 -2.19078 0.0 0.0 -0.1 0.093
C -7.16254 0.81680 0.54541 -0.3 0.1 0.0 -0.235
C -6.21843 0.12815 1.53712 -0.1 -0.2 0.0 -0.165
C -4.76027 0.41826 1.25642 0.0 0.1 0.3 -0.145
C -3.91395 0.44028 2.27867 0.0 0.0 0.0 -0.035
C -2.43538 0.64045 2.19456 0.0 -0.1 -0.2 -0.118
C -1.90651 0.80505 0.76370 0.0 0.2 0.1 -0.192
H -1.79735 -0.20138 0.35323 0.1 0.0 0.0 0.128
C -2.97002 1.49079 -0.12740 0.0 -0.1 -0.1 -0.348
C -2.41713 1.68332 -1.54936 0.0 0.1 0.1 -0.116
C -1.00842 2.26914 -1.58164 -0.1 -0.3 0.0 -0.125
H -1.02380 3.28553 -1.19322 0.1 0.1 0.0 0.104
H -0.69382 2.32446 -2.62386 0.0 0.1 0.0 0.113
C -0.05221 1.38125 -0.78346 0.1 0.4 0.1 -0.190
H -0.23804 0.35316 -1.12307 0.0 -0.1 0.0 0.153
C -0.45372 1.38381 0.71305 0.0 -0.5 -0.1 -0.361
C -0.29572 2.74770 1.39948 0.0 -0.1 -0.1 -0.006
H -1.05510 2.89455 2.16048 0.0 0.1 0.1 0.077
H 0.66595 2.81751 1.89790 0.1 0.1 0.1 0.083
H -0.35969 3.57518 0.70201 0.0 0.2 0.0 0.074
C 0.45175 0.37102 1.44287 0.1 0.1 -0.1 -0.116
H 0.25939 0.41514 2.51458 -0.1 -0.1 0.1 0.124
C 1.93616 0.61852 1.20853 0.0 0.0 -0.2 -0.100
C 2.26569 0.59500 -0.27857 -0.4 0.1 0.2 -0.229
H 2.03538 -0.41160 -0.67049 0.0 0.1 0.0 0.169
C 1.44956 1.61494 -1.10625 0.3 -0.3 -0.1 -0.338
C 1.69866 1.29153 -2.59282 0.0 0.1 0.3 -0.011
H 1.17718 0.37954 -2.87436 -0.1 -0.1 -0.1 0.098
H 2.76182 1.13836 -2.76569 0.1 0.0 -0.1 0.084
H 1.35053 2.09410 -3.23977 0.0 0.1 -0.1 0.088
C 1.91017 3.06244 -0.83946 -0.6 -0.1 0.3 -0.159
H 1.14419 3.75030 -1.21823 0.0 -0.1 0.1 0.130
H 2.04141 3.23134 0.22667 -0.1 0.1 0.0 0.106
O 3.15536 3.40729 -1.41076 0.4 0.1 -0.4 -0.054
H 3.10628 3.28448 -2.36509 0.0 0.1 0.0 0.097
O 3.65121 0.85061 -0.53292 0.2 0.0 0.0 -0.046
C 4.55910 -0.08707 -0.05458 0.0 -0.8 -0.3 -0.272
C 5.60760 -0.33268 -1.15822 -0.5 0.5 -0.2 -0.153
O 6.49043 -1.38185 -0.83402 0.1 -0.1 0.1 -0.012
C 6.01184 -2.68488 -1.04929 -0.1 -0.3 -0.6 -0.288
O 5.24924 -3.19325 0.00059 0.0 0.0 0.0 -0.001
C 5.91341 -3.64742 1.18449 0.2 0.1 0.6 -0.197
C 7.18439 -4.48976 0.92008 -0.1 0.4 0.1 -0.253
C 8.07498 -3.91319 -0.19580 -0.2 -0.7 -0.4 -0.241
O 8.83932 -2.81723 0.20766 0.0 0.5 0.2 -0.020
H 8.27637 -2.24191 0.77418 0.1 -0.1 0.0 0.065
C 7.21097 -3.57661 -1.42683 0.3 0.8 0.3 -0.220
O 6.76782 -4.79363 -1.98227 -0.2 -0.3 -0.1 0.008
H 6.29343 -4.62610 -2.80421 0.0 0.0 0.1 0.115
H 7.83110 -3.01112 -2.13609 -0.1 -0.1 0.1 0.170
H 8.77950 -4.69853 -0.49859 -0.2 0.1 0.1 0.172
O 6.84385 -5.82237 0.64246 -0.1 -0.4 -0.2 0.004
H 6.53411 -5.86824 -0.27389 0.0 0.0 0.1 0.085
H 7.76644 -4.51745 1.84855 0.0 0.1 -0.1 0.169
C 6.12766 -2.52514 2.22204 -0.4 -0.5 -0.2 -0.150
O 7.16528 -1.62400 1.92256 0.3 0.3 -0.1 -0.066
H 6.83300 -0.94527 1.31014 0.0 -0.1 0.2 0.067
H 6.39679 -2.99905 3.17005 -0.1 0.0 0.0 0.136
H 5.18491 -1.98469 2.35148 0.0 0.0 0.1 0.127
H 5.17705 -4.33345 1.62299 0.2 0.1 0.0 0.164
H 5.30284 -2.67523 -1.89864 0.2 0.1 0.1 0.172
H 5.06702 -0.56502 -2.08942 0.1 0.1 0.1 0.173
C 6.43111 0.94582 -1.39292 0.4 -0.6 0.2 -0.230
O 5.71087 1.88877 -2.12110 -0.4 0.4 -0.1 0.021
H 4.92137 2.16225 -1.62351 0.1 0.0 -0.1 0.063
H 7.29263 0.66945 -2.01232 -0.1 0.0 0.2 0.155
C 6.98622 1.48961 -0.05754 -0.1 0.4 -0.2 -0.167
O 8.06021 0.64934 0.34147 -0.1 -0.3 0.0 -0.037
C 9.10287 1.29959 1.02885 -0.1 0.1 0.7 -0.288
O 9.83777 2.15831 0.20989 0.0 0.1 -0.1 -0.011
C 10.66152 1.55751 -0.80144 0.2 -0.2 -0.6 -0.218
C 10.17550 2.00434 -2.18484 0.1 -0.4 0.5 -0.188
O 10.22574 3.39856 -2.32269 0.0 0.5 0.1 -0.037
H 9.79506 3.78076 -1.54818 0.0 0.0 -0.1 0.086
H 9.15303 1.63654 -2.34772 0.1 -0.1 0.0 0.117
H 10.83567 1.58033 -2.94290 -0.1 0.0 0.0 0.135
H 11.67328 1.96042 -0.65344 -0.1 -0.1 0.0 0.169
C 10.71624 0.03807 -0.66800 -0.2 0.0 0.6 -0.290
O 11.70415 -0.46593 -1.52856 0.3 -0.1 -0.2 0.011
H 12.02023 -1.28948 -1.12479 -0.1 0.1 -0.1 0.101
H 9.73721 -0.40158 -0.91732 0.1 0.1 0.0 0.157
C 11.05743 -0.31532 0.79024 -0.3 0.4 -0.3 -0.258
O 11.30524 -1.68591 0.91399 0.1 -0.4 0.1 0.002
H 10.49736 -2.18403 0.69472 0.0 0.0 0.0 0.069
H 12.01354 0.16524 1.04407 -0.2 0.1 -0.1 0.171
C 9.96550 0.22729 1.73713 -0.1 0.0 -0.6 -0.222
O 10.49460 0.74975 2.92716 0.2 0.2 0.4 0.014
H 11.11826 1.45545 2.71550 0.0 -0.1 0.0 0.105
H 9.30072 -0.58498 2.04430 0.1 0.1 -0.1 0.150
H 8.69089 1.96666 1.80413 0.0 -0.2 -0.1 0.174
H 7.35695 2.50573 -0.23725 -0.1 -0.2 0.0 0.165
C 5.91848 1.52412 1.05440 0.3 0.2 -0.1 -0.113
C 4.97624 2.73420 0.97965 -0.1 0.0 0.3 -0.451
O 4.00183 2.85973 1.66734 -0.1 0.0 0.2 0.129
O 5.39016 3.65440 0.11908 0.4 0.4 -0.3 0.128
H 4.70109 4.32645 -0.02647 0.0 -0.3 0.2 0.141
O 5.18182 0.31411 1.14270 0.0 0.1 0.1 0.002
H 6.42673 1.58502 2.02691 -0.1 0.1 -0.2 0.182
H 4.06792 -1.03876 0.19458 0.0 0.2 0.0 0.169
H 2.25882 1.56558 1.63382 0.0 -0.1 0.0 0.092
H 2.51284 -0.16128 1.71098 0.0 0.0 0.1 0.126
H 0.21228 -0.63931 1.09982 -0.1 -0.1 0.0 0.131
H -2.38689 0.72834 -2.07357 0.0 0.0 -0.1 0.112
H -3.08320 2.34063 -2.10971 -0.1 0.0 -0.1 0.122
C -3.35542 2.86945 0.42587 0.1 -0.1 -0.1 -0.002
H -4.07634 3.36425 -0.22010 -0.1 0.1 0.0 0.083
H -2.48751 3.51300 0.47637 0.1 0.2 0.0 0.069
H -3.78391 2.79457 1.41966 0.0 0.1 0.1 0.091
C -4.23172 0.54032 -0.15693 0.1 0.0 -0.1 -0.323
C -5.28282 1.08250 -1.14620 -0.3 -0.2 0.2 -0.055
H -5.30400 2.16862 -1.13967 0.0 0.1 -0.1 0.106
H -5.00732 0.76189 -2.15198 0.0 0.1 -0.1 0.135
C -6.71964 0.59966 -0.91702 0.0 0.8 -0.1 -0.285
O -6.81448 -0.72842 -1.36772 -0.2 -0.4 0.0 -0.015
H -7.66592 -1.09015 -1.08178 0.1 -0.1 -0.1 0.059
H -7.37703 1.22410 -1.55306 0.2 -0.1 0.2 0.154
C -3.88650 -0.89860 -0.60609 0.0 0.0 0.0 0.000
H -3.48488 -1.48607 0.21517 0.1 -0.1 0.0 0.095
H -3.17534 -0.91073 -1.42746 0.1 0.0 -0.1 0.080
H -4.79263 -1.37944 -0.95721 0.0 -0.1 0.0 0.073
H -1.95212 -0.22091 2.66503 0.1 0.1 0.1 0.122
H -2.18534 1.50538 2.81326 0.1 0.0 0.1 0.112
H -4.28996 0.31662 3.28687 -0.2 0.0 0.1 0.124
C -6.45092 -1.38735 1.60608 -0.2 0.1 0.1 -0.068
H -6.26073 -1.82754 0.62931 0.1 -0.1 0.0 0.118
H -5.73409 -1.81290 2.31077 0.0 -0.1 0.0 0.134
C -7.86784 -1.76575 2.05159 0.0 -0.2 -0.3 -0.463
C -8.01641 -3.29103 2.00971 0.0 0.3 -0.1 -0.021
H -7.36334 -3.74507 2.75052 0.1 -0.1 0.1 0.091
H -7.74748 -3.67865 1.03072 0.0 -0.1 -0.1 0.079
H -9.04182 -3.58218 2.22837 -0.1 -0.1 0.0 0.095
C -8.15355 -1.29567 3.48165 0.0 0.1 -0.3 -0.015
H -7.39629 -1.69089 4.15435 0.1 0.0 0.1 0.094
H -8.15146 -0.21322 3.56439 0.0 0.2 0.1 0.082
H -9.12476 -1.65896 3.81034 -0.1 0.0 0.1 0.092
H -6.43938 0.55016 2.52324 0.0 0.0 0.0 0.144
C -7.10710 2.34958 0.83023 0.1 -0.1 -0.4 -0.171
O -7.69735 2.73203 2.04125 -0.2 0.1 0.4 -0.039
H -8.64812 2.87325 1.89950 0.2 -0.1 -0.1 0.066
H -7.55748 2.89320 -0.01112 0.1 0.0 0.0 0.140
H -6.05954 2.63902 0.91265 0.0 0.0 -0.2 0.115
H -9.89795 -1.18004 1.55905 0.3 0.0 -0.1 0.164
C -8.84673 -3.44134 -2.25261 0.0 0.0 0.0 -0.030
H -8.04386 -2.72956 -2.43789 0.1 0.0 0.0 0.077
H -8.95801 -4.07268 -3.13034 0.0 0.0 0.0 0.083
H -8.55251 -4.06197 -1.40879 0.1 -0.1 0.0 0.083
H -11.00066 -3.30291 -3.75178 0.1 -0.1 0.0 0.113
H -12.65350 -1.46891 -3.59433 -0.1 0.0 -0.1 0.081
H -12.56663 -1.50699 -1.81609 -0.1 0.0 -0.1 0.055
H -13.25760 -2.86243 -2.71318 -0.1 0.0 0.0 0.086

Entry 2:
9
Properties=species:S:1:pos:R:3:forces:R:3:lowdin_charge:R:1 method="wB97M-V/def2-TZVPD" charge=0 homo_lumo_gap_ev="5.6 / 5.6" max_force_ev_per_a=3.68 energy_ev=-18915.3325 multiplicity=1 homo_energy_ev="-9.578 / -9.578"
C 3.02072 1.51764 0.04156 0.1 -0.1 0.4 -0.538
N 3.32164 2.39966 0.70704 0.1 0.9 0.5 0.130
N -0.38838 -0.03027 -0.64312 0.8 3.6 0.3 0.129
N 2.49037 -1.04479 0.38102 -0.4 0.0 0.4 -0.676
O 1.93958 -2.00870 -0.12833 0.1 -0.7 0.4 -0.061
O 2.74217 -0.84211 1.53519 0.0 -0.5 0.4 0.047
P 2.84148 0.09339 -0.90890 -1.8 0.2 -1.8 1.075
H -0.74281 0.66740 -1.37780 0.7 -1.5 1.0 0.008
H -0.09654 -0.85538 -1.07085 0.5 -1.9 -1.5 -0.114

Entry 3:
10
Properties=species:S:1:pos:R:3:forces:R:3:lowdin_charge:R:1 method="wB97M-V/def2-TZVPD" charge=0 homo_lumo_gap_ev=9.3 max_force_ev_per_a=0.77 energy_ev=-8197.2504 multiplicity=1 homo_energy_ev=-8.661
O 0.69745 0.63785 -1.98508 0.0 -0.2 0.0 0.029
C 0.43018 -0.23974 -1.02456 -0.2 0.0 0.7 -0.281
C 0.29197 -1.29254 -0.38809 -0.1 0.7 0.2 0.032
C -0.21503 -0.54313 1.66769 -0.1 0.4 -0.5 0.032
N -0.31073 0.64260 1.40064 0.0 -0.5 0.1 -0.189
N -0.25734 1.34686 0.35951 0.1 -0.4 -0.2 0.063
H 1.04756 0.17311 -2.75650 -0.1 -0.1 0.0 0.119
H 0.27232 -2.34690 -0.19556 0.1 0.3 -0.1 0.042
H -0.77830 -1.10002 2.40336 0.1 -0.1 -0.1 0.068
H 0.19332 2.24295 0.54829 0.1 -0.1 -0.1 0.085

Entry 4:
87
Properties=species:S:1:pos:R:3:forces:R:3:lowdin_charge:R:1 method="wB97M-V/def2-TZVPD" charge=0 homo_lumo_gap_ev=8.2 max_force_ev_per_a=7.00 energy_ev=-55641.8214 multiplicity=1 homo_energy_ev=-8.287
C 3.15890 0.06984 3.84438 -0.2 0.3 0.1 -0.101
C 2.49624 1.40122 3.44555 0.4 -0.4 -0.5 -0.247
C 2.01221 1.39943 1.98515 -0.3 -0.3 0.8 -0.190
C 0.52389 1.02222 1.84353 2.6 -2.9 -0.3 -0.184
C 0.35614 -0.26094 1.01353 -0.4 1.1 0.2 -0.196
C -1.03521 -0.41865 0.40276 0.3 -1.5 -0.1 -0.175
C -0.95911 -1.37594 -0.82669 0.4 1.1 0.6 -0.190
C -0.02727 -2.55788 -0.58947 -0.6 -0.5 -0.3 -0.204
C -0.21383 -3.68907 -1.61747 0.6 -0.1 0.4 -0.186
C 0.85426 -3.80412 -2.72144 -0.7 0.3 0.1 -0.193
C 1.43325 -2.48575 -3.24023 0.6 -0.3 0.1 -0.182
C 2.85025 -2.15643 -2.71286 0.0 0.3 -0.5 -0.146
C 2.93845 -0.88196 -1.89481 0.0 -0.6 0.4 -0.172
O 4.11842 -0.11556 -2.22090 -0.4 0.3 -0.3 -0.019
C 3.85892 1.20935 -2.12652 0.1 0.6 1.7 -0.565
O 3.93151 1.83489 -1.08439 0.1 -0.9 -1.9 0.129
N 3.44191 1.77871 -3.39269 0.5 0.3 0.8 0.002
C 3.81396 3.13470 -3.51615 0.1 0.4 -0.2 -0.807
I 2.18173 4.46127 -3.22159 0.2 0.0 0.0 0.903
C 5.04152 3.58420 -3.77478 -0.6 -0.4 0.0 -0.787
C 5.49506 4.99372 -3.91446 0.4 -0.4 0.1 -0.195
I 6.58358 2.17146 -4.04058 -0.2 0.1 0.1 0.938
H 2.92733 -0.72076 3.13984 -0.2 -0.2 -0.1 0.060
H 2.81315 -0.22799 4.82729 0.1 -0.3 0.2 0.060
H 4.23693 0.16008 3.87914 0.3 0.0 0.0 0.063
H 3.21104 2.19937 3.59942 0.1 0.3 0.1 0.092
H 1.65886 1.57058 4.10843 -0.3 0.3 0.1 0.087
H 2.21573 2.35294 1.51309 0.0 0.4 -0.1 0.093
H 2.61907 0.67476 1.45526 0.3 -0.1 -0.3 0.085
H 0.11875 0.81357 2.82654 -0.3 0.2 0.4 0.106
H -0.02825 1.83827 1.39148 2.0 -2.6 0.5 -0.052
H 1.06705 -0.20874 0.19823 0.3 -0.1 -0.2 0.081
H 0.58339 -1.11545 1.63872 0.2 -0.5 -0.1 0.110
H -1.49546 0.53244 0.15812 0.0 0.2 -0.2 0.091
H -1.67405 -0.91063 1.13785 -0.2 0.1 0.1 0.103
H -1.95199 -1.71922 -1.08702 -0.3 -0.2 -0.1 0.092
H -0.58191 -0.78089 -1.65955 -0.1 0.0 -0.3 0.096
H 1.01654 -2.27134 -0.56459 0.2 0.2 0.0 0.089
H -0.25128 -2.95564 0.39603 0.0 -0.1 0.2 0.110
H -1.20714 -3.63953 -2.04650 -0.2 0.1 -0.2 0.101
H -0.17762 -4.62144 -1.06226 -0.2 -0.3 0.0 0.100
H 1.65692 -4.44635 -2.37789 0.3 -0.1 0.1 0.101
H 0.38214 -4.31939 -3.55051 0.0 -0.3 -0.2 0.100
H 1.52115 -2.55986 -4.31704 -0.1 0.1 -0.3 0.103
H 0.76427 -1.65728 -3.04095 -0.2 0.1 0.0 0.087
H 3.26540 -2.98614 -2.15576 0.0 -0.2 0.2 0.110
H 3.50100 -2.02498 -3.57096 0.2 0.1 -0.1 0.115
H 2.99566 -1.13314 -0.84141 -0.1 0.2 0.3 0.120
H 2.04825 -0.27911 -2.06115 -0.1 0.2 0.0 0.113
H 2.43169 1.71240 -3.41829 -0.1 -0.4 -0.4 0.080
H 5.99420 5.09140 -4.87078 0.1 0.2 -0.3 0.067
H 4.68972 5.70623 -3.83465 -0.3 0.2 0.0 0.019
H 6.24088 5.20372 -3.15328 0.1 0.1 0.2 0.076
C -6.19508 -4.77770 2.00649 -0.1 0.0 0.1 -0.072
C -4.70837 -5.07279 2.18128 -0.1 0.1 -0.2 -0.433
C -3.83623 -3.81786 2.33450 0.2 -0.1 0.2 -0.208
O -3.59370 -3.10828 1.13483 -0.1 0.1 0.1 -0.205
C -4.64548 -2.25101 0.72900 0.2 -0.1 -0.3 -0.102
N -4.26028 -5.92569 1.07663 0.2 0.1 0.1 0.040
H -6.43076 -4.44974 0.99484 0.1 0.0 0.0 0.064
H -6.77924 -5.67801 2.19427 0.0 0.0 0.0 0.075
H -6.53093 -4.00791 2.70416 0.0 0.0 0.0 0.078
H -4.59764 -5.64331 3.10802 0.1 0.0 0.0 0.134
H -2.84998 -4.13618 2.68301 0.0 0.0 -0.1 0.122
H -4.24166 -3.14264 3.09992 -0.1 0.0 0.0 0.121
H -5.15564 -1.79563 1.58217 0.0 -0.1 0.0 0.093
H -5.36107 -2.79467 0.10828 -0.2 0.1 0.1 0.077
H -4.20416 -1.46096 0.12035 0.0 0.0 0.0 0.078
H -3.30254 -6.21929 1.24647 0.0 -0.1 0.0 0.071
H -4.19836 -5.34603 0.24395 -0.1 0.0 0.0 0.068
C -2.13672 5.57223 0.49247 -0.1 0.0 -0.1 -0.066
C -0.90076 4.82436 0.00190 0.0 0.0 0.3 -0.427
C -1.01676 3.29467 0.09596 -0.1 0.3 -0.6 -0.171
O -0.86686 2.75829 1.39561 -4.5 5.3 -0.8 -0.250
C -2.02069 2.80556 2.21303 -0.2 0.0 0.3 -0.048
N 0.27635 5.32930 0.71477 0.0 -0.3 -0.2 0.053
H -2.18680 5.60929 1.58009 0.0 -0.1 0.0 0.067
H -2.11537 6.60243 0.13829 0.1 0.0 0.0 0.077
H -3.05342 5.10904 0.12161 0.0 0.0 0.0 0.078
H -0.77778 5.06133 -1.05976 0.1 -0.1 0.0 0.123
H -0.19842 2.86236 -0.48760 0.1 -0.1 0.1 0.128
H -1.95349 2.93977 -0.35591 0.0 0.1 0.1 0.128
H -2.93365 2.66021 1.62817 0.1 0.0 0.0 0.101
H -2.08153 3.74725 2.76329 -0.1 0.0 -0.1 0.086
H -1.93952 1.99754 2.94014 0.1 -0.1 -0.1 0.096
H 1.10935 4.90569 0.31361 0.1 0.1 -0.1 0.058
H 0.24105 4.95579 1.65946 0.0 0.1 0.1 0.073